{"formula": "C6H9N2O2", "method": "ωB97M-V/def2-TZVPD", "symbols": ["C", "C", "O", "O", "H", "H", "H", "C", "C", "C", "C", "N", "N", "H", "H", "H", "H", "H", "H"], "coordinates": [[-0.732, -4.073, 0.776], [-1.083, -2.604, 0.329], [-0.754, -1.709, 1.113], [-1.465, -2.482, -0.796], [-1.706, -4.647, 0.591], [-0.404, -4.307, 1.771], [0.009, -4.650, 0.142], [1.613, 3.289, -1.263], [-0.877, 1.858, 0.851], [0.617, 0.954, -0.539], [0.736, 2.430, -0.458], [-0.336, 0.641, 0.376], [-0.229, 2.983, 0.455], [-0.849, -0.390, 0.660], [-1.559, 1.595, 1.742], [1.174, 0.285, -1.180], [1.411, 3.297, -2.302], [2.738, 3.067, -1.239], [1.696, 4.461, -1.028]], "forces_ev_per_angstrom": [[-1.440, -1.823, -1.340], [2.411, -2.735, 0.742], [-0.219, 1.677, 2.331], [-1.690, 0.235, -2.925], [1.193, 0.541, 0.384], [-0.060, 0.589, 0.801], [-0.706, 1.220, 0.119], [3.093, 3.063, 0.389], [1.158, -2.243, 1.218], [0.035, 4.334, 0.992], [-1.847, -2.200, 1.158], [-2.122, 1.679, -0.045], [0.674, -3.376, -1.242], [1.788, 0.699, -0.503], [0.787, 1.549, -1.535], [-0.197, -0.132, 0.293], [-0.566, -0.211, -1.220], [-1.397, -0.338, 0.278], [-0.895, -2.528, 0.105]], "mulliken_charge": [-0.92, 0.61, -0.74, -0.65, 0.20, 0.31, 0.23, -0.99, -0.23, -0.42, 0.49, -0.05, -0.69, 0.47, 0.27, 0.39, 0.24, 0.24, 0.24], "lumo_energy_ev": 3.819, "largest_force_ha_per_bohr": 0.0865, "homo_energy_ev": -4.204, "orbital_gap_ev": 8.023, "spin_multiplicity": 1, "de_lowest_ev": 1.916, "charge": -1, "total_energy_ev": -13443.847}